Record 1
An isolated ion of composition C5H10NO and charge +1 in a non-equilibrium geometry, computed with wB97M-V/def2-TZVPD.

DFT total energy   -8874.65989 eV
HOMO level   -13.3 eV
Charge   +1
E_LUMO   -4.245 eV
HOMO-LUMO gap   9.09 eV
SMILES   C=CC[C@@H]([NH3+])C=O
Molecular weight   100.1 g/mol
Relative energy (zero: lowest compared OMol25 entry of this formula, charge and spin)   90.4 kcal per mole

CARTESIAN COORDINATES (ANGSTROEM)
C 0.575 -0.226 -2.258
C 1.221 -0.490 -1.116
C 1.083 0.222 0.245
C -0.174 0.033 1.075
N -1.276 1.096 1.095
C -0.801 -1.286 0.512
O -1.669 -1.122 -0.342
H 0.019 0.616 -2.234
H 0.646 -0.761 -3.205
H 2.131 -1.122 -1.287
H 1.207 1.294 0.022
H 2.035 0.004 0.723
H 0.184 0.081 2.081
H -2.128 0.541 0.915
H -1.615 1.482 2.196
H -1.082 1.879 0.618
H -0.356 -2.240 0.958

=====

Record 2
C5H10NO as an isolated structure in a non-equilibrium geometry, computed with wB97M-V/def2-TZVPD.

DFT total energy   -8874.04041 eV
HOMO level   -14.0 eV
Charge   +1
E_LUMO   -3.386 eV
HOMO-LUMO gap   10.61 eV
Molecular weight   100.1 g/mol
Relative energy (zero: lowest compared OMol25 entry of this formula, charge and spin)   104.7 kcal per mole

CARTESIAN COORDINATES (ANGSTROEM)
C 1.514 1.775 1.385
C 0.419 1.241 0.818
C -1.582 -1.618 0.547
C -0.233 -1.459 0.107
C 0.500 0.256 -0.329
N -0.036 0.467 -1.644
O -1.213 -1.645 -0.902
H 1.364 2.480 2.160
H 2.417 1.689 0.981
H -0.600 1.414 1.067
H -1.856 -2.655 1.030
H -2.284 -0.775 0.720
H 0.521 -2.207 0.196
H 1.525 -0.216 -0.391
H -0.863 -0.260 -1.668
H 0.625 0.008 -2.226
H -0.218 1.505 -1.850

=====

Record 3
A 2-piece molecular cluster, C5H10NO overall in a non-equilibrium geometry, computed with wB97M-V/def2-TZVPD.

DFT total energy   -8872.80720 eV
HOMO level   -13.3 eV
Charge   +1
E_LUMO   -3.592 eV
HOMO-LUMO gap   9.71 eV
Molecular weight   100.1 g/mol
Relative energy (zero: lowest compared OMol25 entry of this formula, charge and spin)   133.1 kcal per mole

CARTESIAN COORDINATES (ANGSTROEM)
C -2.168 0.028 -0.347
C -1.463 -0.626 -1.173
C 1.186 1.784 0.258
C -0.795 -1.561 0.945
C 2.006 0.726 -0.032
N -0.794 -0.314 0.133
O 2.585 0.382 -1.174
H -3.104 0.314 -0.096
H -1.190 -1.113 -2.139
H 1.006 2.581 -0.415
H -0.156 0.524 0.352
H 0.487 1.934 1.209
H -1.451 -2.378 0.534
H 0.252 -1.921 1.061
H -1.225 -1.383 1.914
H 1.902 -0.127 0.681
H 2.922 1.151 -1.710

=====

Record 4
A 2-piece molecular cluster, C5H10NO overall in a non-equilibrium geometry, computed with wB97M-V/def2-TZVPD.

DFT total energy   -8875.60355 eV
HOMO level   -13.8 eV
Charge   +1
E_LUMO   -4.834 eV
HOMO-LUMO gap   9.02 eV
Molecular weight   100.1 g/mol
Relative energy (zero: lowest compared OMol25 entry of this formula, charge and spin)   68.6 kcal per mole

CARTESIAN COORDINATES (ANGSTROEM)
C 0.333 1.280 -0.339
C 1.671 0.671 -0.323
C 1.410 -0.781 0.119
C -0.104 -0.852 0.258
C -2.011 0.712 -0.001
N -0.603 0.455 -0.042
O -0.816 -1.811 -0.365
H 0.133 2.313 -0.580
H 2.124 0.741 -1.317
H 2.340 1.213 0.349
H 1.742 -1.500 -0.633
H 1.928 -1.014 1.047
H -0.541 -1.014 1.959
H -2.519 0.042 -0.697
H -2.222 1.747 -0.258
H -2.384 0.494 1.002
H -0.481 -2.696 -0.178